Entry 1:
{
  "formula": "C4H10N2O2",
  "method": "ωB97M-V/def2-TZVPD",
  "max_force_ev_per_a": 1.7,
  "e_above_lowest_ev": 0.427,
  "smiles": "CC(N)=O.CC(N)=O",
  "symbols": ["C", "C", "N", "O", "H", "H", "H", "H", "H", "C", "C", "N", "O", "H", "H", "H", "H", "H"],
  "coordinates": [[-0.809, -0.435, -2.445], [-1.648, -0.809, -1.288], [-2.562, -1.809, -1.469], [-1.566, -0.250, -0.210], [-1.325, -0.382, -3.406], [0.022, -1.128, -2.575], [-0.441, 0.575, -2.267], [-2.970, -2.257, -0.675], [-2.769, -2.210, -2.370], [2.633, 0.997, 1.674], [1.325, 1.219, 2.380], [0.251, 0.650, 1.743], [1.223, 1.830, 3.412], [2.616, 0.582, 0.671], [3.242, 0.325, 2.289], [3.211, 1.923, 1.683], [-0.693, 0.731, 2.096], [0.261, 0.448, 0.756]],
  "nbo_charge": [-0.723, 0.676, -0.822, -0.633, 0.228, 0.241, 0.242, 0.405, 0.392, -0.721, 0.672, -0.830, -0.615, 0.210, 0.238, 0.235, 0.402, 0.403]
}

---

Entry 2:
{
  "formula": "C43H105CoN11O21",
  "method": "ωB97M-V/def2-TZVPD",
  "spin_multiplicity": 4,
  "total_energy_ha": -5266.53023,
  "max_force_ev_per_a": 3.6,
  "symbols": ["Co", "C", "C", "O", "O", "H", "H", "H", "O", "C", "O", "O", "H", "C", "O", "N", "C", "C", "H", "H", "H", "H", "H", "H", "H", "C", "O", "N", "C", "C", "H", "H", "H", "H", "H", "H", "H", "C", "O", "N", "C", "C", "H", "H", "H", "H", "H", "H", "H", "C", "O", "N", "C", "C", "H", "H", "H", "H", "H", "H", "H", "C", "O", "N", "C", "C", "H", "H", "H", "H", "H", "H", "H", "C", "O", "N", "C", "C", "H", "H", "H", "H", "H", "H", "H", "C", "O", "N", "C", "C", "H", "H", "H", "H", "H", "H", "H", "C", "O", "N", "C", "C", "H", "H", "H", "H", "H", "H", "H", "C", "O", "N", "C", "C", "H", "H", "H", "H", "H", "H", "H", "C", "O", "N", "C", "C", "H", "H", "H", "H", "H", "H", "H", "C", "C", "C", "C", "N", "H", "H", "H", "H", "H", "H", "H", "C", "O", "H", "H", "H", "H", "C", "O", "H", "H", "H", "H", "C", "O", "H", "H", "H", "H", "C", "O", "H", "H", "H", "H", "C", "O", "H", "H", "H", "H", "C", "O", "H", "H", "H", "H"],
  "coordinates": [[1.590, -2.017, 1.089], [-1.313, 0.515, -0.100], [-0.228, -0.392, 0.434], [-0.278, -0.801, 1.639], [0.713, -0.826, -0.379], [-1.689, 0.003, -1.037], [-0.865, 1.522, -0.288], [-2.086, 0.632, 0.645], [2.459, -4.806, -1.966], [2.859, -4.190, -0.901], [1.965, -3.487, -0.355], [4.045, -4.295, -0.637], [3.245, -5.296, -2.243], [-1.581, -1.839, -5.778], [-1.739, -2.870, -6.357], [-0.497, -1.446, -5.088], [-0.559, -0.251, -4.252], [0.641, -2.305, -4.883], [-2.387, -1.108, -5.651], [-0.386, -0.485, -3.180], [-1.565, 0.130, -4.320], [0.100, 0.556, -4.629], [1.337, -1.773, -4.213], [0.287, -3.212, -4.361], [1.097, -2.464, -5.880], [-5.588, 1.059, 3.125], [-5.416, 2.046, 2.418], [-4.710, 0.453, 3.962], [-5.048, -0.815, 4.540], [-3.370, 0.970, 3.810], [-6.581, 0.582, 3.211], [-6.145, -0.892, 4.622], [-4.540, -0.989, 5.498], [-4.793, -1.642, 3.856], [-2.856, 0.794, 4.761], [-2.859, 0.502, 2.986], [-3.388, 2.038, 3.638], [3.969, -4.020, 2.201], [2.956, -3.288, 2.350], [3.975, -5.344, 2.449], [5.083, -6.160, 2.027], [2.685, -5.960, 2.764], [4.883, -3.688, 1.752], [6.050, -5.766, 2.343], [5.242, -6.245, 0.920], [5.158, -7.139, 2.522], [2.213, -5.414, 3.561], [2.040, -5.846, 1.870], [2.836, -6.995, 2.891], [-6.667, 1.508, -2.550], [-7.672, 0.933, -2.175], [-6.002, 2.430, -1.917], [-6.459, 2.930, -0.657], [-4.886, 3.068, -2.504], [-6.252, 1.336, -3.563], [-7.283, 2.373, -0.294], [-6.787, 3.998, -0.851], [-5.684, 2.930, 0.128], [-4.487, 2.560, -3.355], [-5.179, 4.106, -2.796], [-4.093, 3.222, -1.807], [1.245, 7.604, -1.227], [0.273, 8.008, -1.809], [1.234, 7.070, 0.005], [2.463, 6.667, 0.642], [-0.045, 6.834, 0.676], [2.240, 7.631, -1.702], [2.676, 7.285, 1.553], [3.284, 6.817, -0.094], [2.529, 5.554, 0.857], [-0.310, 5.772, 0.591], [0.072, 7.084, 1.764], [-0.796, 7.407, 0.182], [-0.678, -3.424, 2.642], [0.135, -3.523, 1.735], [-1.805, -4.097, 2.755], [-2.503, -4.117, 4.047], [-2.068, -5.272, 1.920], [-0.655, -2.713, 3.507], [-2.349, -5.139, 4.363], [-3.533, -3.789, 3.986], [-1.965, -3.490, 4.774], [-3.170, -5.409, 1.930], [-1.732, -5.129, 0.883], [-1.533, -6.097, 2.368], [-3.143, 4.587, 3.274], [-2.893, 4.547, 4.474], [-2.334, 4.188, 2.328], [-2.771, 4.028, 0.999], [-1.053, 3.714, 2.688], [-4.178, 4.831, 2.917], [-2.818, 2.995, 0.629], [-2.140, 4.632, 0.314], [-3.811, 4.328, 0.900], [-0.230, 4.189, 2.147], [-0.985, 3.868, 3.751], [-1.043, 2.637, 2.485], [4.981, -1.595, -0.602], [4.009, -1.055, -0.019], [5.035, -1.752, -1.910], [3.852, -1.635, -2.740], [6.115, -2.424, -2.548], [5.865, -1.942, -0.067], [4.067, -0.928, -3.535], [3.080, -1.296, -2.053], [3.582, -2.595, -3.170], [6.935, -2.572, -1.813], [5.917, -3.479, -2.793], [6.537, -1.888, -3.361], [-5.083, -0.307, -5.590], [-4.369, 0.562, -5.045], [-5.238, -1.529, -5.111], [-4.664, -1.904, -3.877], [-5.963, -2.561, -5.744], [-5.598, -0.121, -6.557], [-5.205, -2.668, -3.342], [-4.530, -1.010, -3.321], [-3.636, -2.282, -4.080], [-6.341, -2.159, -6.683], [-5.327, -3.429, -5.986], [-6.830, -2.765, -5.150], [3.444, -0.472, 3.078], [2.479, -0.405, 2.312], [3.740, 0.440, 4.054], [4.855, 0.321, 4.973], [2.970, 1.724, 4.143], [4.055, -1.386, 3.079], [4.425, 0.189, 5.964], [5.542, 1.158, 4.940], [5.402, -0.583, 4.685], [2.117, 1.652, 3.491], [2.675, 1.955, 5.163], [3.668, 2.487, 3.807], [7.810, 1.314, 1.980], [6.509, 0.621, 1.636], [5.568, 1.530, 0.665], [5.396, 2.822, 1.378], [5.177, 3.857, 1.855], [8.289, 0.759, 2.796], [7.667, 2.354, 2.213], [8.487, 1.186, 1.110], [5.909, 0.269, 2.479], [6.737, -0.319, 1.120], [4.598, 1.019, 0.543], [5.999, 1.654, -0.349], [-1.468, -3.457, -1.168], [-0.825, -4.747, -1.114], [-2.164, -3.538, -2.034], [-2.005, -3.281, -0.260], [-0.675, -2.694, -1.296], [-0.015, -4.644, -0.610], [-4.800, -0.647, -0.027], [-4.601, -1.554, 1.048], [-3.858, -0.459, -0.498], [-5.541, -1.069, -0.703], [-5.132, 0.326, 0.312], [-5.481, -1.822, 1.391], [-0.473, -0.381, 4.565], [-1.210, -0.764, 5.762], [-0.487, 0.717, 4.459], [0.567, -0.749, 4.538], [-0.943, -0.775, 3.714], [-0.783, -0.376, 6.543], [2.083, 0.859, -5.981], [2.756, 1.137, -4.769], [2.663, 1.328, -6.816], [2.028, -0.212, -6.293], [1.078, 1.325, -5.958], [2.200, 0.949, -3.978], [2.762, 1.461, -1.514], [1.787, 0.826, -2.326], [3.227, 2.237, -2.077], [2.248, 1.847, -0.608], [3.512, 0.760, -1.310], [1.303, 0.107, -1.831], [0.208, 4.267, -2.774], [-0.521, 4.856, -1.691], [1.077, 4.896, -3.014], [0.678, 3.304, -2.459], [-0.432, 4.149, -3.632], [-0.592, 5.795, -1.907]],
  "mulliken_charge": [2.706, 0.270, 0.450, -0.567, -0.230, -0.303, 0.117, -0.508, -0.451, -0.075, 0.949, -0.760, 0.338, -0.093, -0.668, 0.410, 0.430, -1.101, 0.398, -0.069, 0.085, -0.684, 0.042, 0.454, 0.391, -0.245, -0.512, 0.357, -0.748, -0.299, 0.294, 0.317, 0.287, 0.191, 0.334, -0.149, 0.124, -0.394, -1.113, 0.298, -0.949, -0.866, 0.349, 0.351, 0.285, 0.387, 0.237, 0.230, 0.422, 0.292, -0.671, 0.305, -0.783, -0.772, 0.229, 0.286, 0.361, 0.046, 0.269, 0.303, 0.152, 0.058, -0.600, 0.318, -0.916, -0.758, 0.316, 0.296, 0.261, 0.286, 0.014, 0.381, 0.355, 0.292, -0.694, 0.489, -0.956, -0.965, -0.305, 0.364, 0.153, 0.414, 0.319, 0.375, 0.336, 0.183, -0.653, 0.466, -0.022, -0.704, 0.316, -0.281, -0.060, 0.257, 0.095, 0.436, 0.074, -0.690, 0.072, 0.442, -0.619, -1.058, -0.007, 0.884, -1.026, 0.571, 0.351, 0.285, 0.372, -0.077, -0.495, 0.439, -0.938, -1.045, 0.320, 0.452, 0.222, 0.192, 0.330, 0.289, 0.380, -1.148, -0.933, 0.785, -1.054, -0.917, 0.518, 0.336, 0.307, 0.357, 0.101, 0.332, 0.316, -1.465, 0.583, 1.400, -0.092, -0.640, 0.417, 0.390, 0.319, -0.287, 0.057, -1.145, 0.584, 0.633, -0.740, -0.059, 0.101, -0.323, 0.167, -0.038, -0.443, -0.356, 0.547, 0.081, 0.255, -0.324, -0.546, 0.506, 0.511, -0.418, 0.290, -0.530, -0.594, 0.337, 0.141, 0.303, 0.097, -0.690, 2.313, 0.645, 0.227, -0.429, -0.974, -0.327, -0.371, 0.298, -0.231, 0.342, 0.158]
}